No. 1
Formula: C35H43N11O2RbS3
Source: the Open Molecules 2025 dataset
Level of theory: ωB97M-V/def2-TZVPD

Geometry (Å):
Rb -0.01 -0.10 0.24
O -0.73 2.06 -1.91
C -1.70 1.24 -1.97
O -1.59 0.01 -2.14
C -3.09 1.81 -1.81
C -3.84 2.06 -2.95
C -5.13 2.57 -2.87
C -5.67 2.81 -1.61
C -4.93 2.55 -0.47
C -3.62 2.04 -0.52
S -2.74 1.70 0.95
H -3.40 1.85 -3.92
H -5.70 2.77 -3.76
H -6.67 3.21 -1.51
H -5.35 2.75 0.51
N 4.00 -0.52 -3.41
C 3.62 0.29 -4.49
C 4.56 0.98 -5.23
C 4.17 1.77 -6.31
C 2.83 1.91 -6.61
C 1.88 1.25 -5.83
C 2.26 0.42 -4.79
S 1.06 -0.42 -3.81
N 1.88 -0.62 -2.34
C 3.15 -0.65 -2.31
C 3.83 -0.88 -1.00
C 5.09 -1.48 -0.92
C 5.67 -1.64 0.33
C 4.99 -1.19 1.44
C 3.73 -0.63 1.27
N 3.16 -0.49 0.08
H 4.97 -0.38 -3.15
H 5.61 0.88 -4.98
H 4.92 2.29 -6.89
H 2.51 2.54 -7.43
H 0.82 1.38 -6.03
H 5.59 -1.85 -1.81
H 6.65 -2.10 0.42
H 5.42 -1.27 2.43
H 3.16 -0.26 2.11
C 3.36 -3.83 4.06
N 2.86 -4.29 2.78
C 3.84 -5.06 2.01
C 3.25 -5.02 0.61
N 2.62 -3.72 0.60
C 1.70 -3.44 -0.48
C 2.21 -3.40 1.90
N 1.39 -2.47 2.13
C 0.81 -2.25 3.44
C -0.43 -1.37 3.37
N -1.38 -1.92 2.43
C -2.61 -1.56 2.38
N -3.43 -2.00 1.34
C -2.84 -2.35 0.07
C -4.63 -1.18 1.29
C -4.71 -0.57 2.69
N -3.37 -0.79 3.21
C -3.13 -0.55 4.61
H 4.08 -3.00 3.94
H 3.88 -4.66 4.54
H 2.56 -3.51 4.71
H 3.95 -6.07 2.41
H 4.82 -4.56 2.03
H 2.51 -5.83 0.48
H 4.01 -5.11 -0.17
H 0.89 -4.17 -0.53
H 2.23 -3.42 -1.43
H 1.28 -2.46 -0.29
H 1.52 -1.76 4.12
H 0.52 -3.21 3.90
H -0.11 -0.35 3.07
H -0.78 -1.26 4.40
H -1.90 -2.87 0.25
H -2.66 -1.47 -0.56
H -3.51 -3.02 -0.47
H -5.50 -1.80 1.05
H -4.52 -0.39 0.54
H -5.45 -1.08 3.32
H -4.92 0.50 2.63
H -2.38 0.23 4.79
H -2.81 -1.47 5.13
H -4.06 -0.22 5.06
C 4.94 2.55 0.36
N 3.75 2.63 -0.44
C 3.72 2.71 -1.83
C 2.43 2.70 -2.19
N 1.68 2.60 -1.04
C 2.47 2.55 0.05
S 2.02 2.44 1.67
H 5.46 1.61 0.19
H 4.64 2.61 1.41
H 5.61 3.38 0.13
H 4.62 2.80 -2.41
H 1.96 2.73 -3.16
H 0.64 2.48 -1.11

For the relative energy (zero: lowest compared OMol25 entry of this formula, charge and spin), the calculation gives 9.4 kcal per mole. As for the net charge: -1. The HOMO-LUMO gap comes out at 4.6 eV. The lowest unoccupied orbital energy comes out at 1.70 eV.



No. 2
Formula: C35H43N9STi
Source: the Open Molecules 2025 dataset
Level of theory: ωB97M-V/def2-TZVPD

Geometry (Å):
Ti 0.77 1.03 -0.18
C -0.81 2.70 -3.78
C -1.43 1.96 -2.62
C -1.95 2.65 -1.52
C -2.69 2.00 -0.54
C -3.26 2.75 0.64
C -2.97 0.66 -0.72
C -2.45 -0.07 -1.78
C -2.85 -1.51 -1.96
C -1.64 0.58 -2.70
H -1.05 3.76 -3.73
H -1.19 2.30 -4.72
H 0.27 2.60 -3.79
H -1.84 3.73 -1.48
H -2.85 2.35 1.57
H -4.34 2.63 0.68
H -3.02 3.81 0.58
H -3.66 0.16 -0.04
H -2.30 -2.15 -1.27
H -2.66 -1.84 -2.98
H -3.91 -1.62 -1.75
H -1.27 0.04 -3.56
C -1.08 -5.08 1.74
C -0.90 -3.60 1.59
C -1.99 -2.74 1.68
C -1.80 -1.37 1.59
C -0.55 -0.80 1.37
N -0.37 0.59 1.35
C -0.34 1.22 2.57
C -0.47 0.53 3.79
C -0.53 1.18 5.00
C -0.44 2.56 5.09
C -0.57 3.28 6.41
C -0.25 3.26 3.91
C -0.21 2.63 2.67
N -0.05 3.43 1.51
C -0.31 4.75 1.45
C 0.05 5.19 0.20
C 0.53 4.06 -0.45
N 0.46 2.98 0.34
C 0.56 -1.68 1.30
C 0.36 -3.05 1.39
N 1.87 -1.16 1.28
C 3.00 -1.83 1.61
C 4.04 -0.93 1.57
C 3.47 0.28 1.19
N 2.16 0.15 1.00
H -2.04 -5.31 2.20
H -0.29 -5.51 2.36
H -1.04 -5.58 0.77
H -2.98 -3.13 1.87
H -2.64 -0.70 1.75
H -0.52 -0.55 3.77
H -0.63 0.59 5.91
H -0.42 2.59 7.23
H -1.57 3.71 6.51
H 0.15 4.10 6.50
H -0.12 4.33 3.96
H -0.78 5.29 2.25
H 0.00 6.19 -0.19
H 0.89 4.00 -1.46
H 1.21 -3.73 1.33
H 3.00 -2.87 1.88
H 5.07 -1.13 1.80
H 3.96 1.24 1.06
C -0.49 -3.53 -2.16
N 0.10 -2.42 -2.88
C -0.06 -2.44 -4.32
C 1.26 -1.83 -2.33
N 1.10 -0.91 -1.44
N 2.47 -2.29 -2.78
C 2.61 -3.48 -3.61
C 3.71 -1.62 -2.46
H -0.47 -3.32 -1.10
H 0.02 -4.49 -2.35
H -1.53 -3.65 -2.48
H 0.24 -3.38 -4.80
H 0.50 -1.62 -4.76
H -1.12 -2.28 -4.54
H 1.98 -0.52 -1.11
H 2.80 -3.21 -4.65
H 1.73 -4.11 -3.56
H 3.46 -4.06 -3.24
H 3.98 -1.74 -1.40
H 3.66 -0.56 -2.69
H 4.51 -2.06 -3.06
S 2.18 1.85 -2.17
C 3.00 2.60 -0.94
N 3.58 3.16 -0.11

For the relative energy (zero: lowest compared OMol25 entry of this formula, charge and spin), the calculation gives 44.7 kcal per mole. The expectation value of S² is 2.008. The HOMO-LUMO gap (spin up / spin down) comes out at 5.8 / 7.4 eV. The multiplicity is 3. The lowest unoccupied orbital energy (spin up / spin down) comes out at 0.40 / 0.41 eV.



Please write out number 1 again, unchanged.
Formula: C35H43N11O2RbS3
Source: the Open Molecules 2025 dataset
Level of theory: ωB97M-V/def2-TZVPD

Geometry (Å):
Rb -0.01 -0.10 0.24
O -0.73 2.06 -1.91
C -1.70 1.24 -1.97
O -1.59 0.01 -2.14
C -3.09 1.81 -1.81
C -3.84 2.06 -2.95
C -5.13 2.57 -2.87
C -5.67 2.81 -1.61
C -4.93 2.55 -0.47
C -3.62 2.04 -0.52
S -2.74 1.70 0.95
H -3.40 1.85 -3.92
H -5.70 2.77 -3.76
H -6.67 3.21 -1.51
H -5.35 2.75 0.51
N 4.00 -0.52 -3.41
C 3.62 0.29 -4.49
C 4.56 0.98 -5.23
C 4.17 1.77 -6.31
C 2.83 1.91 -6.61
C 1.88 1.25 -5.83
C 2.26 0.42 -4.79
S 1.06 -0.42 -3.81
N 1.88 -0.62 -2.34
C 3.15 -0.65 -2.31
C 3.83 -0.88 -1.00
C 5.09 -1.48 -0.92
C 5.67 -1.64 0.33
C 4.99 -1.19 1.44
C 3.73 -0.63 1.27
N 3.16 -0.49 0.08
H 4.97 -0.38 -3.15
H 5.61 0.88 -4.98
H 4.92 2.29 -6.89
H 2.51 2.54 -7.43
H 0.82 1.38 -6.03
H 5.59 -1.85 -1.81
H 6.65 -2.10 0.42
H 5.42 -1.27 2.43
H 3.16 -0.26 2.11
C 3.36 -3.83 4.06
N 2.86 -4.29 2.78
C 3.84 -5.06 2.01
C 3.25 -5.02 0.61
N 2.62 -3.72 0.60
C 1.70 -3.44 -0.48
C 2.21 -3.40 1.90
N 1.39 -2.47 2.13
C 0.81 -2.25 3.44
C -0.43 -1.37 3.37
N -1.38 -1.92 2.43
C -2.61 -1.56 2.38
N -3.43 -2.00 1.34
C -2.84 -2.35 0.07
C -4.63 -1.18 1.29
C -4.71 -0.57 2.69
N -3.37 -0.79 3.21
C -3.13 -0.55 4.61
H 4.08 -3.00 3.94
H 3.88 -4.66 4.54
H 2.56 -3.51 4.71
H 3.95 -6.07 2.41
H 4.82 -4.56 2.03
H 2.51 -5.83 0.48
H 4.01 -5.11 -0.17
H 0.89 -4.17 -0.53
H 2.23 -3.42 -1.43
H 1.28 -2.46 -0.29
H 1.52 -1.76 4.12
H 0.52 -3.21 3.90
H -0.11 -0.35 3.07
H -0.78 -1.26 4.40
H -1.90 -2.87 0.25
H -2.66 -1.47 -0.56
H -3.51 -3.02 -0.47
H -5.50 -1.80 1.05
H -4.52 -0.39 0.54
H -5.45 -1.08 3.32
H -4.92 0.50 2.63
H -2.38 0.23 4.79
H -2.81 -1.47 5.13
H -4.06 -0.22 5.06
C 4.94 2.55 0.36
N 3.75 2.63 -0.44
C 3.72 2.71 -1.83
C 2.43 2.70 -2.19
N 1.68 2.60 -1.04
C 2.47 2.55 0.05
S 2.02 2.44 1.67
H 5.46 1.61 0.19
H 4.64 2.61 1.41
H 5.61 3.38 0.13
H 4.62 2.80 -2.41
H 1.96 2.73 -3.16
H 0.64 2.48 -1.11

For the relative energy (zero: lowest compared OMol25 entry of this formula, charge and spin), the calculation gives 9.4 kcal per mole. As for the net charge: -1. The HOMO-LUMO gap comes out at 4.6 eV. The lowest unoccupied orbital energy comes out at 1.70 eV.



- Look up the relative energy (zero: lowest compared OMol25 entry of this formula, charge and spin) of the second one.
  44.7 kcal per mole